Density functional theory data (the ωB97M-V functional and the def2-TZVPD basis) for a 2-piece molecular cluster, C6H8F2O2 overall.

Output
Kohn-Sham gap = 9.57 eV
energy above the lowest of the compared OMol25 structures with the same formula, charge and spin = 0.478 eV
structure (SMILES) = O=C/C=C/O.CC=C(F)F

Element x y z (Å)
C (0.691, -0.833, -2.151)
C (-0.597, -0.147, -2.248)
C (1.881, -0.261, -2.551)
C (-0.282, 0.832, 1.570)
C (1.018, 0.581, 1.540)
C (-1.095, 0.568, 2.788)
O (-0.824, 1.062, -2.228)
O (3.062, -0.836, -2.859)
F (1.779, 0.685, 0.493)
F (1.673, -0.064, 2.504)
H (0.640, -1.814, -1.809)
H (-1.334, -0.969, -2.249)
H (1.964, 0.803, -2.734)
H (-0.807, 1.135, 0.668)
H (-1.670, -0.328, 2.610)
H (-1.819, 1.324, 2.764)
H (-0.402, 0.432, 3.676)
H (2.973, -1.751, -2.638)

These are the natural (NBO) partial charges, in e, on atoms 1 to 8: -0.485, 0.400, 0.282, -0.366, 0.726, -0.636, -0.550, -0.629